Record 1
Here is C4H8N2 in the gas phase from the Open Molecules 2025 dataset. Energies are from ωB97M-V/def2-TZVPD.

Results
- SMILES: CN(C)CC#N
- E_HOMO: -8.87 eV
- E_LUMO: 0.845 eV
- Relative energy (zero: lowest compared OMol25 entry of this formula, charge and spin): 26.7 kcal/mol
- F_max: 1.09 eV Å⁻¹
- Frontier orbital gap: 9.72 eV

ORCA input file:
```
! wB97M-V def2-TZVPD RIJCOSX def2/J DEFGRID3
* xyz 0 1
C 0.51 -0.50 1.22
N 0.50 0.18 -0.07
C 0.21 1.60 0.00
C -0.16 -0.51 -1.18
C -1.00 -1.64 -0.75
N -1.78 -2.40 -0.35
H 0.81 0.22 1.99
H 1.24 -1.32 1.22
H -0.46 -0.91 1.51
H -0.75 1.84 0.49
H 0.20 2.02 -1.01
H 1.02 2.10 0.55
H 0.56 -0.80 -1.95
H -0.91 0.10 -1.69
*
```

Record 2
Here is a molecular structure, C38H41ClN4O4OsP from the Open Molecules 2025 dataset. Energies are from ωB97M-V/def2-TZVPD.

Results
- E_HOMO (alpha / beta): -10.71 / -10.71 eV
- E_LUMO (alpha / beta): -4.624 / -5.224 eV
- Relative energy (zero: lowest compared OMol25 entry of this formula, charge and spin): 0.0 kcal/mol
- F_max: 0.49 eV Å⁻¹
- Frontier orbital gap (alpha / beta): 6.08 / 5.49 eV

ORCA input file:
```
! wB97M-V def2-TZVPD RIJCOSX def2/J DEFGRID3
* xyz 1 1
Os 0.13 0.16 -0.19
C -2.28 2.31 3.55
C -1.32 2.27 2.36
C -1.40 3.62 1.64
P -1.54 0.80 1.25
C -2.18 -0.50 2.38
C -2.77 -1.71 1.66
C -1.11 -0.95 3.37
C -2.84 1.12 0.03
C -4.05 1.74 0.26
C -4.96 1.97 -0.77
C -6.28 2.64 -0.52
C -4.60 1.56 -2.06
C -3.40 0.93 -2.31
C -2.51 0.70 -1.27
N -1.25 0.07 -1.48
C -1.15 -0.72 -2.69
C -0.25 -0.35 -3.70
C 0.56 0.91 -3.67
C -0.17 -1.16 -4.82
C -0.94 -2.30 -4.98
C -0.82 -3.17 -6.20
C -1.83 -2.63 -3.97
C -1.96 -1.86 -2.82
C -2.90 -2.32 -1.74
H -2.04 3.19 4.15
H -2.21 1.45 4.21
H -3.32 2.41 3.24
H -0.30 2.13 2.73
H -2.35 3.75 1.12
H -0.59 3.78 0.93
H -1.33 4.41 2.39
H -3.00 0.00 2.91
H -1.99 -2.27 1.13
H -3.55 -1.43 0.95
H -3.21 -2.38 2.39
H -0.35 -1.55 2.86
H -1.56 -1.57 4.14
H -0.59 -0.12 3.86
H -4.32 2.05 1.27
H -6.46 2.77 0.55
H -7.10 2.06 -0.94
H -6.30 3.62 -0.99
H -5.29 1.75 -2.88
H -3.15 0.62 -3.32
H -0.07 1.80 -3.62
H 1.15 0.98 -4.59
H 1.26 0.95 -2.83
H 0.52 -0.88 -5.61
H 0.02 -2.86 -6.83
H -1.73 -3.12 -6.80
H -0.66 -4.21 -5.92
H -2.44 -3.53 -4.06
H -3.30 -3.30 -1.99
H -3.73 -1.64 -1.59
H -2.36 -2.42 -0.79
O 2.39 -2.87 -0.28
Cl 1.34 -2.28 -1.00
O 0.84 -3.08 -2.04
O 1.70 -0.93 -1.47
O 0.19 -1.95 -0.03
N 7.02 6.99 3.40
C 6.24 6.23 3.02
C 5.28 5.28 2.54
C 4.19 4.92 3.34
C 3.27 4.01 2.88
C 3.41 3.45 1.62
C 4.49 3.80 0.81
C 5.43 4.71 1.28
C 2.41 2.46 1.11
C 2.44 1.20 1.67
C 3.37 0.73 2.64
C 3.10 -0.59 2.86
C 2.03 -0.92 2.01
N 1.62 0.13 1.29
C 1.54 2.92 0.12
C 1.50 4.22 -0.43
C 0.45 4.25 -1.33
C -0.13 2.99 -1.30
N 0.50 2.17 -0.45
H 4.09 5.37 4.32
H 2.43 3.73 3.50
H 4.60 3.36 -0.17
H 6.27 4.99 0.66
H 4.14 1.33 3.10
H 3.60 -1.27 3.53
H 1.56 -1.88 1.90
H 2.17 5.02 -0.17
H 0.13 5.09 -1.93
H -0.99 2.65 -1.86
*
```

Record 3
Here is a molecular structure, C4H17N2OSn from the Open Molecules 2025 dataset. Energies are from ωB97M-V/def2-TZVPD.

Results
- E_HOMO (alpha / beta): 0.27 / -0.48 eV
- E_LUMO (alpha / beta): 3.497 / 3.428 eV
- Relative energy (zero: lowest compared OMol25 entry of this formula, charge and spin): 0.0 kcal/mol
- F_max: 2.18 eV Å⁻¹
- Frontier orbital gap (alpha / beta): 3.23 / 3.90 eV

ORCA input file:
```
! wB97M-V def2-TZVPD RIJCOSX def2/J DEFGRID3
* xyz -1 1
C -1.90 -0.73 -1.52
Sn -1.06 -1.19 0.39
N 0.04 0.22 2.64
N -2.39 0.62 1.04
H 0.35 1.10 2.19
H -0.89 -2.56 1.51
H -1.39 -1.40 -2.20
H -1.71 0.31 -1.82
H -2.97 -0.94 -1.53
H -1.83 1.47 0.93
H -2.78 0.67 1.99
H -3.18 0.70 0.40
H -0.55 0.46 3.44
H 0.87 -0.25 2.99
C 2.47 0.73 -0.04
C 1.29 0.49 -0.95
C 1.46 -0.72 -1.92
O 0.22 0.33 -0.03
H 2.52 -0.12 0.68
H 2.24 1.64 0.53
H 3.41 0.82 -0.59
H 1.16 1.38 -1.61
H 1.53 -1.68 -1.35
H 0.67 -0.75 -2.70
H 2.43 -0.59 -2.47
*
```

Question: What is the formula in the second record?
Answer: C38H41ClN4O4OsP

Question: Look up the relative energy (zero: lowest compared OMol25 entry of this formula, charge and spin) of the first one.
Answer: 26.7 kcal/mol

Question: Which value of F_max does entry 3 give?
Answer: 2.18 eV Å⁻¹

Question: Number 3 is which compound?
Answer: C4H17N2OSn